ORCA calculation (ωB97M-V/def2-TZVPD) on a molecular structure, C67H70FN4O3P2RuSi in a non-equilibrium geometry.

## Properties
⟨S²⟩: 0.759
Gap between HOMO and LUMO (alpha / beta) (eV): 6.97 / 6.80
2S+1: 2
Charge: +2
DFT total energy (Eh): -4206.4082

Last column: Löwdin charge in e.
Atoms and positions in Å:
Ru (0.789, 0.885, 0.233)  0.98
F (-1.111, -5.692, 0.345)  0.07
C (-1.955, -4.664, 0.123)  -0.18
C (-1.427, -3.406, 0.237)  0.08
C (-2.216, -2.278, 0.019)  -0.04
C (-1.652, -0.948, 0.072)  -0.28
O (-0.407, -0.833, 0.215)  -0.18
C (-2.566, 0.129, -0.025)  -0.01
C (-3.889, -0.134, -0.241)  0.07
N (-4.396, -1.367, -0.429)  0.03
C (-5.817, -1.525, -0.640)  -0.26
C (-6.313, -1.989, -1.981)  -0.09
C (-6.553, -0.581, -1.536)  -0.07
C (-3.582, -2.476, -0.270)  -0.10
C (-4.090, -3.766, -0.395)  0.07
C (-3.293, -4.892, -0.207)  -0.13
N (-3.890, -6.169, -0.394)  -0.10
C (-3.026, -7.354, -0.464)  -0.13
C (-3.905, -8.570, -0.818)  -0.07
N (-5.152, -8.059, -1.466)  0.06
C (-6.009, -7.355, -0.457)  -0.07
C (-5.085, -6.466, 0.397)  -0.12
C (-2.218, 1.598, 0.105)  -0.59
O (-3.136, 2.388, 0.254)  0.07
O (-0.982, 1.923, 0.001)  -0.21
H (-0.392, -3.298, 0.535)  0.12
H (-4.590, 0.689, -0.267)  0.15
H (-6.341, -1.881, 0.240)  0.16
H (-7.148, -2.677, -2.014)  0.11
H (-5.572, -2.148, -2.755)  0.12
H (-7.550, -0.296, -1.235)  0.12
H (-6.003, 0.209, -2.030)  0.12
H (-5.126, -3.905, -0.665)  0.11
H (-2.505, -7.561, 0.472)  0.13
H (-2.280, -7.188, -1.239)  0.14
H (-4.196, -9.125, 0.072)  0.14
H (-3.387, -9.245, -1.494)  0.14
H (-5.668, -8.797, -1.942)  0.19
H (-4.859, -7.356, -2.148)  0.18
H (-6.524, -8.096, 0.150)  0.14
H (-6.747, -6.768, -1.000)  0.14
H (-4.817, -6.981, 1.328)  0.14
H (-5.599, -5.551, 0.668)  0.13
C (1.762, 2.762, 0.328)  -0.34
Si (1.566, 3.540, -1.362)  0.67
C (1.862, 2.073, -2.557)  -0.22
N (0.918, 0.964, -2.390)  -0.20
C (-0.392, 1.225, -3.023)  -0.16
C (-0.980, -0.010, -3.697)  -0.17
C (-0.023, -0.564, -4.762)  -0.17
C (1.434, -0.578, -4.256)  -0.14
C (1.463, -0.351, -2.745)  -0.21
C (-0.006, 4.496, -1.710)  -0.26
C (-0.384, 4.784, -3.024)  -0.11
C (-1.535, 5.508, -3.296)  -0.08
C (-2.325, 5.973, -2.252)  -0.07
C (-1.940, 5.735, -0.941)  -0.07
C (-0.793, 5.003, -0.676)  -0.09
C (3.032, 4.665, -1.750)  -0.23
C (4.324, 4.147, -1.866)  -0.09
C (5.383, 4.955, -2.253)  -0.07
C (5.169, 6.300, -2.524)  -0.08
C (3.898, 6.837, -2.381)  -0.08
C (2.838, 6.027, -1.993)  -0.08
H (1.265, 3.373, 1.091)  -0.01
H (2.824, 2.717, 0.568)  -0.02
H (2.866, 1.697, -2.341)  0.06
H (1.872, 2.467, -3.586)  0.10
H (-0.275, 2.006, -3.782)  0.12
H (-1.077, 1.622, -2.279)  0.10
H (-1.926, 0.275, -4.161)  0.12
H (-1.202, -0.778, -2.953)  0.10
H (-0.093, 0.056, -5.658)  0.11
H (-0.336, -1.572, -5.043)  0.11
H (2.017, 0.210, -4.738)  0.11
H (1.918, -1.528, -4.490)  0.11
H (2.479, -0.417, -2.370)  0.06
H (0.874, -1.122, -2.260)  0.09
H (0.239, 4.457, -3.851)  0.10
H (-1.816, 5.715, -4.321)  0.11
H (-3.230, 6.529, -2.463)  0.11
H (-2.536, 6.123, -0.124)  0.10
H (-0.497, 4.833, 0.353)  0.08
H (4.512, 3.097, -1.658)  0.06
H (6.377, 4.532, -2.348)  0.10
H (5.991, 6.928, -2.844)  0.11
H (3.727, 7.889, -2.577)  0.11
H (1.848, 6.457, -1.890)  0.10
C (4.048, 1.514, 5.432)  -0.06
C (3.832, 2.458, 4.434)  -0.06
C (2.707, 2.373, 3.632)  -0.12
C (1.781, 1.344, 3.819)  -0.39
C (1.991, 0.414, 4.831)  -0.09
C (3.120, 0.504, 5.635)  -0.06
P (0.311, 1.351, 2.734)  1.12
C (-0.535, 2.857, 3.317)  -0.34
C (-0.385, 3.268, 4.645)  -0.08
C (-1.068, 4.383, 5.101)  -0.06
C (-1.899, 5.094, 4.243)  -0.06
C (-2.056, 4.682, 2.930)  -0.05
C (-1.379, 3.563, 2.463)  -0.09
C (-0.701, -0.017, 3.390)  -0.35
C (-0.312, -1.322, 3.080)  -0.13
C (-0.994, -2.404, 3.613)  -0.08
C (-2.083, -2.191, 4.449)  -0.07
C (-2.500, -0.899, 4.729)  -0.06
C (-1.817, 0.188, 4.198)  -0.05
H (4.935, 1.572, 6.049)  0.11
H (4.537, 3.267, 4.289)  0.11
H (2.536, 3.122, 2.866)  0.10
H (1.275, -0.380, 4.999)  0.11
H (3.269, -0.223, 6.423)  0.11
H (0.253, 2.719, 5.323)  0.11
H (-0.959, 4.693, 6.132)  0.11
H (-2.426, 5.967, 4.606)  0.11
H (-2.718, 5.224, 2.266)  0.11
H (-1.516, 3.240, 1.439)  0.05
H (0.530, -1.479, 2.417)  0.08
H (-0.670, -3.413, 3.385)  0.11
H (-2.606, -3.034, 4.884)  0.11
H (-3.353, -0.730, 5.373)  0.11
H (-2.155, 1.191, 4.421)  0.11
C (3.539, -0.573, 2.013)  -0.21
P (2.918, -0.238, 0.319)  0.97
C (3.157, -1.951, -0.303)  -0.35
C (2.057, -2.762, -0.563)  -0.11
C (2.224, -4.108, -0.865)  -0.07
C (3.496, -4.654, -0.916)  -0.07
C (4.600, -3.849, -0.670)  -0.06
C (4.435, -2.510, -0.354)  -0.08
C (4.353, 0.659, -0.376)  -0.37
C (5.014, 1.612, 0.399)  -0.10
C (6.167, 2.222, -0.072)  -0.07
C (6.675, 1.884, -1.318)  -0.09
C (6.005, 0.963, -2.110)  -0.05
C (4.845, 0.358, -1.646)  -0.12
H (4.544, -0.987, 1.939)  0.06
H (2.885, -1.298, 2.499)  0.05
H (3.560, 0.330, 2.613)  0.01
H (1.070, -2.334, -0.509)  0.05
H (1.355, -4.730, -1.051)  0.10
H (3.631, -5.707, -1.127)  0.11
H (5.598, -4.266, -0.717)  0.11
H (5.310, -1.907, -0.148)  0.11
H (4.642, 1.873, 1.383)  0.09
H (6.681, 2.946, 0.547)  0.12
H (7.597, 2.329, -1.668)  0.12
H (6.396, 0.694, -3.083)  0.12
H (4.340, -0.373, -2.266)  0.10

Forces on the atoms, in the same order (eV/Å):
Ru 0.186 1.661 0.162
F -0.054 -0.223 0.063
C 0.394 0.210 0.056
C -0.061 -0.057 -0.014
C -0.597 -0.505 -0.084
C 0.168 0.461 0.083
O -0.049 -0.801 -0.249
C -0.098 0.195 0.102
C 0.009 -0.277 -0.010
N -0.108 0.226 0.044
C -0.246 -0.164 -0.008
C 0.042 -0.098 -0.112
C 0.025 0.137 -0.033
C 0.355 0.220 0.038
C 0.008 -0.388 0.019
C -0.441 0.292 -0.200
N 0.160 -0.116 0.240
C -0.122 0.127 -0.120
C 0.312 0.081 0.192
N 0.082 0.007 0.075
C -0.072 0.297 0.247
C 0.103 -0.164 -0.089
C -0.094 -0.317 -0.241
O -0.015 -0.029 -0.099
O 0.083 0.042 -0.038
H -0.020 0.001 -0.090
H 0.051 0.024 -0.053
H 0.024 0.008 0.022
H -0.003 0.031 0.062
H 0.019 0.064 0.038
H 0.014 -0.021 0.045
H 0.054 -0.070 0.002
H 0.004 0.040 -0.036
H -0.006 -0.051 0.020
H 0.025 -0.032 0.008
H -0.128 -0.032 -0.055
H -0.081 -0.019 -0.069
H -0.028 -0.031 -0.034
H -0.089 -0.035 -0.138
H 0.023 -0.099 -0.078
H 0.019 -0.035 -0.076
H 0.001 0.035 0.009
H -0.052 0.002 0.015
C -0.616 -0.828 0.437
Si 0.751 -0.073 -0.541
C -0.165 0.619 -0.137
N -0.064 -0.423 1.954
C -0.257 -0.009 -0.128
C 0.216 0.084 -0.109
C -0.024 0.016 0.071
C -0.043 -0.009 0.164
C -0.006 0.063 -0.886
C 0.052 -0.128 0.183
C 0.086 -0.040 -0.032
C -0.086 0.025 -0.038
C 0.037 -0.022 0.011
C -0.040 0.030 0.031
C 0.111 0.010 0.000
C -0.384 0.035 0.100
C -0.053 -0.053 -0.065
C 0.008 -0.037 0.031
C -0.018 0.007 0.011
C -0.039 0.060 0.026
C 0.101 -0.037 -0.047
H 0.036 0.130 -0.130
H -0.019 0.132 -0.142
H -0.087 0.193 -0.035
H 0.030 -0.269 -0.064
H 0.097 -0.021 -0.008
H -0.038 0.138 0.034
H -0.030 -0.023 0.071
H -0.060 -0.036 0.093
H -0.035 -0.046 -0.026
H -0.012 0.036 -0.055
H 0.035 -0.022 -0.033
H 0.041 0.047 -0.025
H -0.159 0.019 0.029
H -0.039 -0.074 0.137
H -0.037 -0.031 0.004
H 0.024 -0.004 0.014
H 0.029 0.018 0.004
H 0.001 -0.023 -0.027
H -0.062 0.011 -0.063
H -0.148 0.284 -0.166
H -0.026 0.037 -0.016
H -0.004 -0.010 0.027
H 0.025 -0.026 0.001
H 0.029 0.000 -0.042
C 0.014 -0.029 -0.012
C 0.002 -0.008 -0.022
C -0.046 0.145 0.040
C -0.097 0.119 -0.046
C -0.124 0.061 -0.054
C 0.046 -0.082 0.001
P 0.447 -0.581 -0.611
C -0.007 0.008 -0.450
C -0.001 0.005 -0.037
C -0.024 -0.042 0.034
C -0.007 0.012 0.014
C -0.042 0.024 0.078
C 0.020 -0.031 -0.043
C -0.033 -0.022 -0.215
C 0.005 0.008 0.107
C 0.064 0.012 -0.026
C -0.065 -0.002 0.004
C -0.010 -0.020 -0.020
C 0.027 -0.016 -0.012
H -0.044 0.011 0.021
H 0.006 -0.016 -0.011
H 0.026 -0.035 0.063
H 0.014 0.009 0.031
H 0.029 0.020 -0.015
H 0.058 0.005 0.021
H 0.030 0.005 -0.028
H 0.010 -0.013 -0.011
H 0.030 -0.034 -0.020
H 0.088 0.292 0.370
H 0.027 -0.062 0.052
H 0.005 0.014 0.020
H 0.004 0.009 -0.011
H -0.002 0.002 -0.009
H 0.037 0.036 0.013
C 0.031 0.086 -0.152
P -0.011 0.115 0.589
C -0.160 0.079 -0.047
C 0.143 -0.066 0.052
C -0.056 0.039 0.026
C 0.009 -0.052 0.030
C 0.076 0.022 0.016
C -0.059 -0.024 -0.070
C -0.059 -0.108 -0.034
C 0.094 -0.109 0.013
C 0.147 -0.134 0.104
C 0.106 -0.096 0.091
C 0.028 -0.057 -0.051
C 0.132 0.069 0.071
H -0.006 -0.047 0.040
H -0.004 0.008 -0.028
H 0.093 -0.034 -0.028
H -0.103 0.075 -0.021
H 0.028 0.012 -0.002
H 0.000 0.035 -0.062
H -0.027 -0.012 0.025
H -0.008 0.030 -0.014
H 0.057 -0.043 0.014
H -0.029 0.012 -0.032
H -0.038 0.020 -0.004
H -0.025 0.039 0.005
H 0.197 -0.016 0.022